1.
A structure of composition C27H39I2O28PS in a non-equilibrium geometry. Source: the OMol25 dataset; level of theory: the ωB97M-V functional and the def2-TZVPD basis.

Output
- energy relative to the best compared isomer or geometry (same formula, charge and spin) (kcal/mol) = 0.0
- LUMO energy (eV) = -0.10
- frontier orbital gap (eV) = 8.234

```
! RIJCOSX wB97M-V def2-TZVPD def2/J DEFGRID3
* xyz 0 1
C -0.1317 -2.6215 3.1477
C -0.6619 -2.3627 1.7156
I -2.7343 -1.7580 1.8648
C -0.6013 -3.6416 0.8770
I -1.5957 -3.4053 -1.0165
C 0.8383 -4.1672 0.8065
O 0.8359 -5.3686 -0.0062
S 1.7193 -5.1926 -1.3418
O 2.9552 -5.8472 -1.1073
O 0.9552 -5.6401 -2.4396
O 1.8734 -3.6139 -1.2762
C 1.9750 -3.3852 0.1506
C 2.3676 -1.9881 0.6338
P 1.7958 -0.4875 -0.2092
O 2.8934 0.2843 -0.7946
O 0.6782 -0.9306 -1.2200
O 1.0102 0.3607 0.9036
H 0.1579 -3.6665 3.2463
H 0.7281 -2.0021 3.3860
H -0.8964 -2.4423 3.8911
H -0.1530 -1.5398 1.2410
H -1.1876 -4.3915 1.4035
H 1.2014 -4.3591 1.8138
H 2.8464 -3.9876 0.4289
H 2.1201 -1.9413 1.6931
H 3.4508 -1.9105 0.5646
H -0.1069 -0.3578 -1.1930
H 1.6549 0.9766 1.2959
C 2.2359 4.0709 0.6313
C 1.0649 4.9917 0.3575
O -0.0401 4.2387 0.8910
C 0.4380 3.3911 1.8275
O -0.2352 2.7665 2.5859
O 1.7898 3.3590 1.7982
H 3.1566 4.6035 0.8432
H 2.4043 3.3549 -0.1755
H 1.1407 5.9366 0.8963
H 0.9112 5.1890 -0.6998
C 0.8000 2.3463 5.9707
C -0.3138 1.9461 6.9197
O -0.5609 0.5887 6.5385
C 0.5489 0.0992 5.9450
O 0.7154 -1.0454 5.6635
O 1.4446 1.0883 5.7182
H 1.5063 3.0498 6.4047
H 0.4231 2.7374 5.0285
H -0.0015 1.9633 7.9655
H -1.2166 2.5386 6.8033
C -7.0025 -3.3042 -2.1896
C -5.5287 -3.6474 -2.2192
O -4.9614 -2.6079 -1.4024
C -5.9260 -2.1587 -0.5687
O -5.7483 -1.4297 0.3569
O -7.1371 -2.6460 -0.9246
H -7.6534 -4.1733 -2.2291
H -7.2811 -2.6070 -2.9815
H -5.3095 -4.6095 -1.7520
H -5.0978 -3.6182 -3.2129
C 6.2844 4.4945 2.8185
C 5.9954 4.8214 4.2724
O 5.1391 5.9673 4.1631
C 4.5500 5.9470 2.9493
O 3.6550 6.6523 2.6059
O 5.1105 4.9954 2.1651
H 6.3994 3.4318 2.6266
H 7.1530 5.0281 2.4314
H 5.4471 4.0248 4.7771
H 6.8826 5.0681 4.8478
C -2.5878 1.1706 -4.5044
C -1.9023 0.5975 -3.2822
O -2.6650 -0.5914 -3.0239
C -3.2430 -0.9686 -4.1909
O -3.7903 -2.0113 -4.3778
O -3.1081 -0.0092 -5.1291
H -1.9109 1.6884 -5.1784
H -3.4140 1.8323 -4.2413
H -0.8659 0.3106 -3.4792
H -1.9446 1.2641 -2.4222
C 3.5575 -5.2818 -5.4864
C 2.0983 -5.6395 -5.6854
O 1.7354 -4.8115 -6.7980
C 2.8566 -4.5127 -7.4955
O 2.8757 -3.9832 -8.5592
O 3.9599 -4.9009 -6.8074
H 4.1630 -6.1100 -5.1298
H 3.6895 -4.4282 -4.8189
H 1.9621 -6.6853 -5.9652
H 1.4852 -5.4188 -4.8173
C -4.2990 5.2936 0.0796
C -2.9373 4.6460 -0.0876
O -3.1926 3.6749 -1.1107
C -4.2713 4.0778 -1.8246
O -4.6183 3.5863 -2.8508
O -4.8802 5.1203 -1.2200
H -4.2522 6.3493 0.3309
H -4.9180 4.7756 0.8130
H -2.1831 5.3418 -0.4568
H -2.5700 4.1677 0.8129
*
```

Löwdin atomic charge list, values in e, 2 entries: number 1, C, carries -0.1481; number 2, C, carries -0.8001

=====

2.
A cluster of 2 separate species, C2H3I2NO in total in a non-equilibrium geometry. Source: the OMol25 dataset; level of theory: the ωB97M-V functional and the def2-TZVPD basis.

Output
- energy relative to the best compared isomer or geometry (same formula, charge and spin) (kcal/mol) = 43.3
- LUMO energy (spin up / spin down) (eV) = -2.96 / -1.53
- frontier orbital gap (spin up / spin down) (eV) = 6.030 / 8.385

```
! RIJCOSX wB97M-V def2-TZVPD def2/J DEFGRID3
* xyz 0 1
C 0.3437 0.4858 -0.3637
C -0.3968 -0.7827 -0.7543
N 1.0618 0.3886 0.8077
O 0.3483 1.4493 -1.1132
I -0.3320 -2.6873 0.0579
I -2.9024 1.2037 0.4404
H -1.1877 -0.7228 -1.4726
H 1.3832 -0.5074 1.2301
H 1.6820 1.1729 1.1678
*
```

natural (NBO) atomic charge list, values in e, 2 entries: number 1, C, carries 0.5627; number 2, C, carries -0.3693

=====

3.
A structure of composition C4H5NO in a non-equilibrium geometry. Source: the OMol25 dataset; level of theory: the ωB97M-V functional and the def2-TZVPD basis.

Output
- energy relative to the best compared isomer or geometry (same formula, charge and spin) (kcal/mol) = 161.0
- LUMO energy (spin up / spin down) (eV) = 0.03 / 0.03
- frontier orbital gap (spin up / spin down) (eV) = 6.891 / 6.890

```
! RIJCOSX wB97M-V def2-TZVPD def2/J DEFGRID3
* xyz 0 1
N -1.3401 0.1026 -0.0994
C -0.3493 1.0581 0.3118
C 0.4046 0.1102 1.0821
O 1.9395 -0.1547 -0.1901
C 0.8516 -0.2539 -0.9112
C -0.2070 -0.8389 0.0298
H -2.1312 -0.0284 -0.7172
H -0.3972 2.1473 0.2460
H 0.7888 0.0154 2.0958
H 0.7784 -0.2406 -2.0122
H -0.3382 -1.9171 0.1647
*
```

natural (NBO) atomic charge list, values in e, 2 entries: number 1, N, carries -0.6911; number 2, C, carries -0.1921

=====

4.
A cluster of 2 separate species, C3H6BrN4O in total in a non-equilibrium geometry. Source: the OMol25 dataset; level of theory: the ωB97M-V functional and the def2-TZVPD basis.

Output
- LUMO energy (eV) = -3.61
- frontier orbital gap (eV) = 10.944

```
! RIJCOSX wB97M-V def2-TZVPD def2/J DEFGRID3
* xyz 1 1
C -0.5067 1.2455 -0.0986
C 1.5056 0.5372 0.7058
C 1.1477 -0.1721 -0.5286
N -2.2813 -2.4626 0.1786
N 0.2766 1.3581 0.8897
N -0.0458 0.5055 -1.0616
N -1.3263 -1.8987 0.1894
O -3.1120 -3.1981 -0.0531
Br -2.2487 1.9885 -0.1319
H 1.6725 -0.2196 1.5539
H 2.2661 1.4174 0.6198
H 1.8526 -0.2312 -1.4370
H 0.9410 -1.2616 -0.4154
H 0.2223 2.0573 1.5790
H -0.3635 0.3343 -1.9900
*
```

natural (NBO) atomic charge list, values in e, 2 entries: number 1, C, carries 0.4634; number 2, C, carries -0.2475

=====

Number 1: DFT total energy -122289.26952 eV. Number 2: DFT total energy -21859.49584 eV. Number 3: DFT total energy -7759.54454 eV. Number 4: DFT total energy -81249.35431 eV.